The following is a DFT calculation (ωB97M-V/def2-TZVPD) of 13 unconnected molecules or ions with the total composition C25H48BCl6N6O29.

Structure (XYZ):
```
115
Properties=species:S:1:pos:R:3:forces:R:3
H -2.154 3.512 1.689 -0.109 0.158 -0.219
C -0.961 1.809 4.487 0.278 -0.480 -1.229
H 3.699 1.033 -3.930 -0.232 0.771 -0.216
N 0.938 -2.616 2.956 -0.720 0.130 1.044
H 3.295 0.435 2.883 0.696 0.177 -0.120
H 4.633 4.434 1.802 -0.525 0.338 -0.184
O 5.453 -3.979 -4.006 0.231 -0.115 -0.077
O -4.040 1.426 4.459 0.273 0.142 0.027
O 1.357 -3.734 3.130 0.340 -0.300 -0.273
O 0.992 -0.037 -1.102 -0.146 -0.089 -0.557
O 1.901 -3.962 -2.456 0.419 -0.151 -0.036
H -3.410 2.410 2.191 -0.130 -0.133 -0.145
Cl 0.210 5.164 2.882 -0.186 0.098 -0.439
H -1.047 -2.019 2.751 0.163 -0.165 -0.139
O 1.025 -6.857 -0.487 -0.012 0.036 -0.364
H 1.258 -6.364 -4.048 0.259 0.298 0.165
H -3.214 -3.959 -1.445 0.051 0.389 -0.013
H -5.412 6.464 -2.056 -0.225 -0.188 0.304
B 0.251 -1.302 -0.991 0.815 -0.219 0.551
H -3.794 -1.738 2.446 -0.036 0.178 -0.198
O -4.453 -3.824 0.558 -0.423 0.040 -0.410
C 1.691 1.977 -3.545 0.741 0.235 -0.469
O -0.166 0.123 5.829 -0.343 -1.018 -0.110
C -3.617 4.592 -0.160 0.041 -0.337 1.069
O 5.549 -3.339 -1.947 0.144 -0.031 -0.060
N -3.246 -3.820 0.599 0.564 -0.366 0.893
O -0.929 0.539 1.689 -0.505 -0.206 0.201
H 4.585 -1.585 -4.366 -0.025 -0.431 -0.218
O -4.928 -0.338 3.382 -0.342 -0.538 -0.359
H -1.898 -4.823 -0.761 0.190 0.024 0.841
C -3.632 -0.857 3.055 0.236 0.247 0.589
O 1.511 -1.716 2.383 0.367 0.092 -0.434
C -0.372 -2.269 3.571 -0.711 0.557 -0.607
O -0.540 0.020 -7.127 -0.048 0.199 0.222
C 0.576 4.430 1.277 0.809 -0.782 -0.114
Cl 0.618 -6.983 -6.141 -0.085 -0.202 -0.378
H 3.501 -5.957 -5.205 -0.264 -0.330 0.061
H -0.856 -1.222 -4.904 0.218 0.227 -0.527
H 3.164 -5.211 -0.676 -0.433 -0.242 -0.312
C 0.692 5.406 0.119 -0.520 -0.238 1.661
H 3.068 1.020 1.204 0.292 0.280 -0.045
H -3.122 -1.165 3.971 -0.070 0.023 0.040
H 3.560 5.376 2.983 -0.206 -0.230 -0.416
Cl 2.354 3.214 -2.477 0.107 0.656 0.163
N 1.155 -5.756 0.010 0.500 -0.900 -0.139
O -1.891 1.498 -6.304 0.407 -0.162 -0.095
H -1.450 0.327 -4.216 0.029 -0.142 0.078
O 1.151 1.744 5.484 0.630 0.511 -0.627
H 3.279 -2.391 -3.396 0.106 -0.282 -0.301
H -2.539 -0.723 -5.107 -0.007 0.063 -0.131
C -4.567 6.410 -1.373 0.542 0.256 -0.713
H -0.098 6.124 0.335 0.032 0.199 -0.896
O -4.050 3.732 0.798 0.544 0.615 -0.758
H -1.850 -3.025 -0.740 -0.040 -0.066 0.197
H 0.605 4.849 -0.807 -0.099 0.256 -0.135
H 5.293 5.654 2.882 0.035 -0.069 0.163
C 4.440 2.625 3.616 0.975 0.169 -1.229
C -6.495 2.111 5.307 0.865 -0.681 -0.971
H -4.565 7.284 -0.723 0.107 0.022 -0.033
H -0.549 2.656 3.948 -0.066 0.303 0.462
H -1.824 1.980 5.118 0.195 0.228 0.220
N 0.119 1.160 5.273 -0.601 0.722 1.208
C 1.197 -3.066 -2.092 -0.609 -0.033 0.196
H 2.371 -4.256 0.616 0.532 -0.052 0.247
O 4.964 1.747 4.232 -0.528 -0.277 0.533
C -2.472 -3.907 -0.649 -0.686 -0.180 -1.493
H 1.615 2.382 -4.553 -0.110 0.151 0.099
H -3.683 6.387 -2.013 0.184 0.026 0.310
H -0.144 3.659 1.017 -0.316 0.269 0.333
O 4.791 3.903 3.765 0.336 0.244 0.901
O -0.561 -3.167 -3.770 0.038 0.213 -0.276
N 5.204 -3.211 -3.103 -0.805 0.250 -0.162
C 1.267 -5.807 -4.984 0.189 -0.217 0.704
H -0.809 -3.085 4.132 0.422 -0.150 0.086
Cl 2.011 -0.374 -4.710 -0.122 -0.056 0.051
C 4.304 -2.050 -3.429 0.739 0.396 0.885
O -0.601 -1.623 -2.147 -0.304 0.989 0.331
C -2.997 2.924 1.326 0.135 -0.326 0.411
H -6.166 1.785 6.291 -0.163 0.330 0.174
H 0.570 -4.980 -4.881 -0.005 -0.051 -0.214
H 2.937 -5.977 0.915 0.251 0.348 0.183
C 2.692 0.854 -3.564 -0.191 -1.270 -0.042
O -2.614 -3.747 1.636 0.253 0.097 0.053
H -2.659 2.218 0.570 0.059 -0.031 0.085
H -1.262 1.097 3.721 -0.023 -0.115 0.247
H 2.839 -4.405 -4.699 -0.013 -0.124 0.055
H -7.559 2.292 5.232 -0.020 0.086 0.179
C -1.510 -0.372 -5.047 -0.360 0.149 0.715
H -3.026 -0.080 2.596 -0.024 -0.191 -0.314
C -4.980 0.758 4.102 0.129 0.154 0.371
Cl 2.252 6.243 0.182 0.272 0.284 -0.216
C 0.631 0.789 -0.145 -0.726 -0.013 0.080
C -0.409 0.037 0.738 1.270 1.014 -0.024
H 2.827 0.365 -2.601 -0.423 0.110 0.049
C 4.515 4.899 2.777 0.376 -0.220 0.127
H -0.254 -1.348 4.136 0.223 -0.255 0.237
O 3.627 2.502 2.564 -0.581 0.081 -0.371
O -0.509 -1.178 0.285 -0.487 -0.881 -0.850
O 0.996 1.914 -0.002 0.022 0.034 0.053
Cl 2.679 -4.709 -7.020 0.193 0.121 0.193
H -5.892 2.936 4.932 -0.212 0.298 0.412
H 1.934 1.366 2.533 -0.095 0.296 -0.374
H 4.453 -1.344 -2.616 -0.038 -0.007 0.004
C -0.069 -2.603 -2.836 -0.009 -0.917 0.114
O -6.245 1.008 4.399 -0.806 -0.060 0.078
O 1.265 -2.387 -0.968 0.000 0.015 -0.038
O -4.676 5.244 -0.586 -1.190 -0.092 -0.032
H 1.509 3.897 1.449 0.041 0.052 -0.123
O 0.248 -5.120 0.493 -0.411 0.521 -0.123
H 0.702 1.692 -3.203 0.139 -0.241 0.170
N -1.264 0.451 -6.254 -0.314 -0.266 -0.361
O -2.475 4.746 -0.499 0.065 0.027 -0.198
C 2.987 1.272 2.255 -0.758 -0.848 1.165
C 2.543 -5.248 0.211 -0.360 0.304 0.532
C 2.654 -5.287 -5.306 -0.272 0.470 -0.614
```
Positions in Å, forces in eV/Å.

orbital gap	10.355	eV
total charge	-1
DFT total energy	-170825.7457	eV
E_HOMO	-8.59	eV
max |F|	0.034	hartree/bohr
LUMO level	1.76	eV

Results of the Mulliken charge analysis, in e, for atoms 1 through 99:
1. H 0.0742
2. C 0.4001
3. H 0.6487
4. N 0.9932
5. H 0.4856
6. H 0.2748
7. O -0.5880
8. O -0.5268
9. O -0.5913
10. O -0.5995
11. O -0.4417
12. H -0.0523
13. Cl -0.2558
14. H -0.0587
15. O -0.6490
16. H 0.1010
17. H 0.3581
18. H 0.2460
19. B 1.2128
20. H 0.0600
21. O -0.5902
22. C -0.1032
23. O -0.6649
24. C 0.7368
25. O -0.5924
26. N 0.9665
27. O 0.0585
28. H 0.3761
29. O -0.3887
30. H 0.3360
31. C 0.0710
32. O -0.4690
33. C -0.3758
34. O -0.5265
35. C 1.0227
36. Cl -0.2185
37. H 0.3595
38. H -0.0039
39. H 0.1143
40. C -0.4106
41. H 0.2613
42. H 0.3395
43. H 0.1933
44. Cl -0.1781
45. N 1.0596
46. O -0.6033
47. H 0.1672
48. O -0.6084
49. H -0.2890
50. H 0.4018
51. C -0.6620
52. H 0.3870
53. O -0.3773
54. H 0.1379
55. H 0.2224
56. H 0.3014
57. C 0.7519
58. C -0.6327
59. H 0.2761
60. H -0.2176
61. H 0.4525
62. N 1.0802
63. C 0.7118
64. H 0.1163
65. O -0.5715
66. C -0.7052
67. H 0.5945
68. H 0.3137
69. H -0.5549
70. O -0.3862
71. O -0.6489
72. N 1.0199
73. C 0.1504
74. H 0.4023
75. Cl -0.1952
76. C -0.3926
77. O -0.4922
78. C 0.0547
79. H 0.2850
80. H -0.0393
81. H 0.3703
82. C -0.2167
83. O -0.4968
84. H 0.2327
85. H -0.4879
86. H -0.5532
87. H 0.2147
88. C -0.4812
89. H -0.0828
90. C 0.7705
91. Cl -0.2141
92. C -0.3332
93. C 0.2228
94. H -0.1729
95. C -0.4814
96. H 0.0186
97. O -0.2597
98. O -0.3314
99. O -0.1198

=====

The following is a DFT calculation (ωB97M-V/def2-TZVPD) of 6 unconnected molecules or ions with the total composition C25H48BFNO14S5.

Structure (XYZ):
```
95
Properties=species:S:1:pos:R:3:forces:R:3
C -8.049 -1.984 -2.637 0.339 0.183 0.066
C 1.579 -3.740 9.095 0.129 0.024 0.133
O 6.974 3.961 -1.046 0.024 -0.265 0.107
C -2.901 0.240 -2.622 -2.214 0.078 1.398
C 2.754 4.344 -6.222 0.171 -0.033 -0.065
H 4.444 5.859 1.898 0.049 -0.033 -0.079
O -2.013 -1.460 -0.135 1.970 1.238 -1.064
B -1.173 -0.881 -1.197 -1.328 -0.758 0.964
H 2.240 -5.443 1.784 -0.048 0.130 -0.047
H 0.657 -2.065 -0.605 -1.340 0.743 -2.362
H 0.175 0.650 -3.042 -0.837 0.730 1.150
H 0.944 -1.172 -2.191 -1.140 -0.949 0.532
C 1.634 -1.997 7.351 0.008 0.565 0.253
C 2.462 -2.564 3.035 0.332 0.292 0.481
H 0.088 -4.695 7.839 0.098 0.022 -0.100
H 4.486 4.301 -1.763 0.148 -0.089 0.086
C 3.696 4.647 0.240 -0.211 0.036 0.154
O 0.591 -3.581 5.508 0.547 -0.102 0.021
C 1.832 4.024 -7.401 0.025 0.182 -0.164
C -9.074 -0.388 -1.115 0.103 0.025 0.086
O -0.702 3.069 -0.754 4.279 -4.280 -2.345
C 4.813 5.376 0.991 -0.042 0.174 -0.061
H 4.323 -3.134 4.010 -0.132 -0.087 -0.012
H 1.160 4.871 -7.578 0.058 -0.077 0.032
H 4.614 -5.156 2.379 -0.044 0.069 -0.029
H -10.985 -1.433 -0.970 -0.052 -0.083 -0.248
C 5.858 4.314 1.308 0.002 0.361 0.398
S 5.979 3.353 -0.190 -0.194 -0.308 0.095
H 1.678 -2.467 3.787 -0.074 0.003 -0.293
H -0.153 -2.734 -2.118 0.372 1.727 0.634
C 3.512 -3.598 3.445 0.121 -0.250 -0.249
C -0.612 1.217 -2.438 0.156 0.705 -0.342
H 2.450 4.163 -4.056 -0.188 -0.125 0.012
C 4.022 -4.264 2.164 0.183 0.174 -0.049
O 6.015 1.950 0.157 0.354 0.313 -0.252
O -0.483 3.103 -4.864 0.389 -0.181 -0.156
H 1.669 -5.534 7.833 -0.030 0.088 -0.190
H 4.655 -3.562 1.610 -0.047 -0.104 -0.037
H -10.902 -0.237 -2.296 0.047 -0.164 -0.067
S -9.797 -2.251 -2.869 0.661 -0.059 0.247
H -3.021 -0.821 -3.046 0.232 1.541 0.449
H 0.954 -1.312 6.842 0.147 -0.149 -0.131
C 0.022 2.187 -1.296 -3.583 3.554 1.427
C 4.356 3.765 -0.820 -0.538 0.048 -0.214
H -1.116 1.946 -3.184 0.949 -1.108 1.602
H 2.648 -1.591 7.339 -0.064 -0.129 -0.103
H -7.519 -2.150 -3.574 -0.153 -0.087 0.038
C 0.143 -1.736 -1.601 0.534 -0.386 0.788
S 1.654 -3.563 6.486 -0.404 -0.099 0.118
H 3.554 3.599 -6.166 -0.053 0.078 0.044
H -8.817 -0.932 -0.200 0.010 0.049 -0.094
H 0.014 2.818 -7.458 0.048 -0.144 0.205
O -10.150 -1.844 -4.213 -0.285 -0.310 0.038
H 3.215 5.329 -6.323 -0.025 -0.094 0.027
H 1.520 1.868 -7.314 -0.078 0.035 0.167
H 3.134 4.022 0.941 0.028 0.052 -0.119
O -4.443 1.629 -0.943 2.384 -4.274 -3.574
H 2.914 -1.589 2.843 -0.098 -0.085 -0.153
C 1.172 -4.565 7.881 -0.067 -0.269 0.435
H 2.991 5.347 -0.213 0.034 -0.131 0.048
H 5.247 6.149 0.347 0.022 -0.051 0.089
C 1.013 2.789 -7.021 0.024 -0.012 -0.638
O 3.023 -3.883 6.143 -0.394 0.074 0.407
H 2.396 3.856 -8.321 -0.079 0.011 0.079
O -4.958 -0.559 -1.379 2.559 1.696 -1.589
H -3.042 1.025 -3.440 0.713 -1.008 1.152
C -4.164 0.445 -1.604 -3.807 1.889 3.512
F 1.404 2.114 -0.909 -2.079 -0.202 -0.850
H 1.205 5.120 -4.914 -0.014 -0.134 0.039
S 0.881 2.806 -5.237 -0.216 0.113 0.138
H -9.224 0.659 -0.841 0.017 -0.112 -0.013
H 3.054 -4.352 4.087 0.129 0.129 -0.292
O 2.092 -2.227 0.448 0.440 -0.315 0.783
H -7.702 -2.690 -1.878 -0.053 0.037 -0.085
C -10.343 -0.984 -1.729 -0.341 0.405 0.461
C 2.779 -4.599 1.349 0.415 -0.365 -0.093
H 5.515 3.650 2.104 0.055 -0.014 -0.121
C 1.878 4.262 -4.979 0.351 0.393 0.030
C -7.949 -0.550 -2.137 0.029 0.283 0.048
H 0.079 -2.212 8.834 0.106 -0.017 -0.018
H 1.100 -4.105 10.006 0.057 0.014 -0.088
O 1.594 1.664 -4.712 -0.244 0.212 -0.083
H -1.855 -0.901 0.658 -0.676 -0.406 -0.750
H 6.832 4.733 1.562 0.018 -0.180 -0.107
H -6.969 -0.346 -1.698 0.101 -0.067 -0.078
H 2.663 -3.792 9.237 -0.089 -0.047 -0.012
O 0.386 -3.575 1.747 0.332 0.326 -0.364
H -8.100 0.148 -2.967 -0.003 -0.075 0.014
O -10.148 -3.552 -2.340 -0.340 0.034 -0.402
C 1.169 -2.301 8.776 -0.152 0.073 0.198
H 1.594 -1.592 9.489 -0.055 -0.050 -0.094
S 1.746 -3.153 1.506 -0.317 -0.249 0.358
H 2.994 -4.791 0.298 -0.191 0.104 0.023
N -1.664 0.391 -1.798 1.828 -0.529 -1.244
H 3.790 2.848 -0.989 0.188 0.029 -0.045
```
Positions in Å, forces in eV/Å.

orbital gap	5.367	eV
total charge	-1
DFT total energy	-114427.6326	eV
E_HOMO	-3.78	eV
max |F|	0.126	hartree/bohr
LUMO level	1.59	eV

Charge distribution, Mulliken scheme, values in e:
1. C -0.6898
2. C -0.5518
3. O -0.6686
4. C -0.4019
5. C -0.5876
6. H 0.3379
7. O -0.4911
8. B 0.0996
9. H 0.3807
10. H 0.0543
11. H 0.2712
12. H 0.0825
13. C -0.7088
14. C -0.6437
15. H 0.3701
16. H 0.2512
17. C -0.6110
18. O -0.6959
19. C -0.5755
20. C -0.7614
21. O -0.5278
22. C -0.6295
23. H 0.3841
24. H 0.2921
25. H 0.3657
26. H 0.3628
27. C -0.7287
28. S 1.1300
29. H 0.2354
30. H 0.3054
31. C -0.2987
32. C -0.2820
33. H 0.1190
34. C -0.7633
35. O -0.6499
36. O -0.7397
37. H 0.3718
38. H 0.3363
39. H 0.3377
40. S 1.1614
41. H 0.1723
42. H 0.3805
43. C 0.4152
44. C -0.3678
45. H 0.1707
46. H 0.3927
47. H 0.4337
48. C -0.3249
49. S 1.2355
50. H 0.2974
51. H 0.2960
52. H 0.3538
53. O -0.6779
54. H 0.3636
55. H 0.3739
56. H 0.2662
57. O -0.7798
58. H 0.3433
59. C -0.7905
60. H 0.3484
61. H 0.3148
62. C -0.7949
63. O -0.6926
64. H 0.3179
65. O -0.7890
66. H 0.3223
67. C 0.4612
68. F -0.2486
69. H 0.3844
70. S 1.3465
71. H 0.3669
72. H 0.2182
73. O -0.7713
74. H 0.3555
75. C -0.6190
76. C -0.8103
77. H 0.3560
78. C -0.4868
79. C -0.1713
80. H 0.3025
81. H 0.3514
82. O -0.6904
83. H 0.2751
84. H 0.4029
85. H 0.0500
86. H 0.2798
87. O -0.7493
88. H 0.3037
89. O -0.6976
90. C -0.6389
91. H 0.3198
92. S 1.3371
93. H 0.4020
94. N 0.2879
95. H 0.2593